ORCA calculation (ωB97M-V with the def2-TZVPD basis set) on a cluster of 11 separate species, C34H85BF3N3O17PS in total at a distorted geometry.

Summary:
total charge	+1
largest force on an atom	1.99	eV/Å
orbital gap	7.98	eV
HOMO level	-11.33	eV
calculated total energy	-104861.18265	eV
relative energy (zero: lowest compared OMol25 entry of this formula, charge and spin)	0.00	kcal/mol

XYZ file:
```
145
Properties=species:S:1:pos:R:3:forces:R:3:mulliken_charge:R:1
C -2.8168 -2.8156 -1.9579 -1.714 -0.200 -0.997 0.37
C -1.8536 -2.7855 -1.2727 0.891 0.372 0.997 -1.21
C -0.7169 -2.5293 -0.4218 0.898 -0.742 -0.040 0.03
C 0.3904 -1.7294 -1.1420 -0.298 0.258 0.473 -0.75
C -0.2115 -0.6715 -2.0356 0.378 0.020 -0.549 -0.95
N -0.7791 0.3863 -1.2066 -0.320 0.033 -0.035 1.14
C -0.4137 1.6070 -1.1394 0.379 -0.196 0.104 -2.64
N -1.1802 2.4853 -0.3904 0.219 0.046 0.288 0.39
C -2.0929 3.1578 -1.3363 -0.200 0.439 -0.439 -0.70
O -3.3270 2.5437 -1.2482 0.061 -0.257 -0.247 -0.69
B -3.8424 2.4606 0.0368 -1.108 -0.407 0.040 1.10
O -3.4595 3.4005 0.9402 0.445 0.034 0.165 -0.61
O -4.7758 1.4939 0.3155 0.235 0.354 -0.053 -0.49
C -1.5893 3.0400 -2.7998 0.045 -0.023 0.121 -0.15
C -2.1219 4.2025 -3.6189 -0.260 0.342 -0.011 0.62
F -1.9482 3.9600 -4.9415 -0.109 0.306 0.566 -0.26
F -1.4417 5.3468 -3.3142 -0.599 -0.574 -0.213 -0.26
F -3.4325 4.4251 -3.3870 0.975 -0.074 -0.316 -0.25
C -0.0528 2.9478 -2.9739 -0.064 -0.132 -0.472 -0.81
P 0.4453 2.1953 -4.6184 0.497 -0.480 0.125 0.47
O 1.5138 1.1912 -4.4441 0.170 -0.127 0.064 -0.71
N 0.6025 2.0890 -1.9480 -0.037 0.304 0.166 1.00
C 1.6551 2.8179 -1.2130 0.254 0.078 0.001 -1.16
C 2.0556 2.1670 0.1049 0.046 0.327 -0.040 0.57
C 3.5450 2.2703 0.4088 -0.115 -0.117 0.078 -1.09
C 3.9346 1.3440 1.5481 0.211 0.286 -0.003 -0.92
S 3.6143 1.9873 3.1770 -0.257 -0.792 1.151 1.19
O 4.7838 1.8310 3.9674 0.305 0.224 -0.068 -0.60
O 2.3804 1.4449 3.6760 -0.259 0.071 -0.489 -0.61
O 3.3839 3.5460 2.9991 0.151 0.234 -0.296 -0.54
H -3.7514 -2.8996 -2.4634 0.015 -0.085 -0.056 0.66
H -1.0159 -2.0227 0.4904 -0.265 0.159 0.092 -0.16
H -0.3139 -3.4861 -0.0976 0.142 -0.082 0.149 0.49
H 0.9740 -1.2327 -0.3722 0.303 0.076 0.114 0.16
H 1.0952 -2.3227 -1.7090 -0.158 -0.382 -0.223 0.47
H -1.0496 -1.0817 -2.5842 -0.199 -0.177 -0.148 0.57
H 0.4881 -0.2681 -2.7584 0.224 0.370 0.155 0.34
H -1.5904 0.1254 -0.6471 -0.065 -0.138 0.181 0.37
H -0.5938 3.1826 0.0505 0.074 0.040 0.112 0.42
H -2.1558 4.2061 -1.0600 0.099 0.183 0.233 0.93
H -3.6758 3.1040 1.8286 -0.289 0.259 0.224 0.27
H -4.4198 0.6634 0.6476 0.063 -0.285 0.058 0.31
H -2.0415 2.1367 -3.2043 -0.229 -0.109 -0.093 0.50
H 0.3840 3.9407 -2.9386 0.091 0.207 0.078 0.85
H 0.8080 3.2628 -5.4452 -0.395 0.161 -0.046 0.05
H -0.7507 1.6231 -5.0843 -0.172 0.297 -0.169 0.07
H 2.5137 2.8785 -1.8717 0.110 -0.121 -0.268 0.55
H 1.3566 3.8510 -1.0219 -0.177 0.210 -0.027 0.47
H 1.7680 1.1229 0.1316 -0.105 -0.337 -0.104 -0.22
H 1.5211 2.6727 0.9096 -0.243 -0.199 0.221 0.17
H 4.1403 2.0188 -0.4616 0.027 -0.168 -0.219 0.60
H 3.7998 3.2877 0.6830 0.140 0.219 -0.136 0.48
H 3.3768 0.4157 1.5171 -0.039 -0.246 0.013 0.41
H 4.9947 1.1186 1.5559 0.255 0.053 -0.037 0.50
H 2.4430 3.6898 2.8293 -0.072 0.123 0.185 0.36
C -6.1239 -5.6096 0.4169 0.026 -0.016 0.231 -0.64
C -6.5945 -4.6060 -0.6128 0.212 -0.234 -0.144 -0.33
O -5.5177 -4.2838 -1.4943 -0.139 0.169 -0.198 -0.43
H -5.2777 -5.2014 0.9718 -0.016 0.014 0.029 0.03
H -6.9124 -5.8848 1.1204 -0.035 0.042 -0.033 0.42
H -5.7786 -6.5111 -0.0881 -0.053 -0.062 0.030 0.16
H -6.9162 -3.6728 -0.1526 0.040 0.048 -0.021 0.31
H -7.4364 -5.0069 -1.1877 -0.053 0.045 0.042 0.23
H -5.2207 -5.1144 -1.8885 0.053 -0.108 0.095 0.26
C -3.0258 0.4159 3.8504 -0.018 0.125 -0.348 -1.08
C -2.4722 -0.6022 2.8726 -0.001 0.098 0.091 -0.17
O -2.6081 -0.1685 1.4967 -0.070 0.174 -0.259 -0.29
H -4.0834 0.6040 3.6614 -0.029 -0.037 0.053 0.13
H -2.9172 0.0699 4.8768 0.043 -0.018 -0.002 0.30
H -2.4975 1.3710 3.7549 0.039 -0.034 0.090 0.25
H -3.0154 -1.5399 2.9526 -0.002 -0.055 -0.160 0.37
H -1.4233 -0.8072 3.0656 0.060 -0.090 0.084 0.27
H -2.1168 0.6571 1.4103 0.017 0.132 0.243 -0.02
C -2.5598 -7.4457 2.3291 -0.089 0.062 -0.053 -1.21
C -1.8102 -6.2950 1.6846 -0.063 0.003 0.144 -0.17
O -2.5655 -5.0844 1.7033 0.105 -0.001 -0.057 -0.37
H -3.5126 -7.6058 1.8237 0.005 -0.017 -0.026 0.22
H -1.9791 -8.3677 2.2838 0.017 0.004 0.010 0.37
H -2.7726 -7.2280 3.3781 0.044 -0.025 0.023 0.41
H -1.6143 -6.5080 0.6343 0.016 0.044 -0.032 0.22
H -0.8486 -6.1403 2.1867 0.035 -0.035 -0.065 0.31
H -2.7396 -4.8689 2.6243 -0.038 0.029 0.035 0.22
C -2.9220 -7.4132 -3.6077 -0.205 0.078 0.021 -0.88
C -3.5643 -7.9270 -2.3342 -0.045 -0.035 -0.131 -0.19
O -4.8745 -7.3906 -2.1321 0.051 0.183 -0.042 -0.45
H -2.8583 -6.3255 -3.5952 0.083 0.011 0.032 0.28
H -1.9169 -7.8146 -3.7240 0.021 -0.019 0.008 0.16
H -3.5131 -7.7035 -4.4805 0.042 -0.064 -0.004 0.39
H -2.9836 -7.6236 -1.4646 -0.027 0.009 0.053 0.07
H -3.6180 -9.0199 -2.3426 0.052 0.001 0.042 0.33
H -5.4251 -7.6539 -2.8758 -0.024 -0.055 -0.029 0.26
C 1.0976 7.6628 -6.2710 0.119 -0.076 0.025 -1.23
C 0.5247 6.3635 -5.7434 0.100 0.134 0.031 0.04
O 1.4722 5.6520 -4.9311 -0.253 -0.124 0.070 -0.48
H 1.9999 7.4733 -6.8513 -0.012 -0.006 -0.038 0.31
H 0.3757 8.1771 -6.9049 -0.022 0.006 0.009 0.36
H 1.3649 8.3296 -5.4482 -0.055 0.032 0.001 0.36
H 0.2745 5.6937 -6.5650 0.005 -0.054 0.006 0.29
H -0.3857 6.5518 -5.1695 -0.024 -0.010 -0.054 0.09
H 1.7099 6.2287 -4.1991 0.112 0.074 -0.022 0.28
C -6.7189 4.3173 3.4717 0.105 -0.003 0.059 -1.11
C -6.3694 2.8721 3.7743 -0.173 0.090 0.178 0.19
O -5.6400 2.7283 4.9908 0.013 0.039 -0.170 -0.51
H -5.8152 4.9258 3.4173 0.007 0.003 -0.025 0.28
H -7.2551 4.4011 2.5258 -0.016 -0.017 0.005 0.32
H -7.3493 4.7328 4.2598 -0.053 0.001 -0.020 0.39
H -5.7357 2.4616 2.9941 0.098 -0.122 -0.154 -0.11
H -7.2760 2.2610 3.8144 -0.009 -0.021 -0.088 0.30
H -6.2059 3.0536 5.6967 0.062 -0.006 0.136 0.30
C 1.3230 -6.2322 -6.2119 0.007 0.058 0.094 -1.22
C -0.0078 -6.4200 -5.5081 0.038 0.211 -0.137 -0.18
O -0.2132 -5.4547 -4.4764 0.048 -0.145 0.041 -0.36
H 2.1424 -6.2973 -5.4961 0.009 -0.036 0.004 0.30
H 1.4703 -6.9900 -6.9818 -0.014 -0.001 -0.013 0.35
H 1.3736 -5.2496 -6.6869 -0.017 -0.017 -0.053 0.35
H -0.0466 -7.3956 -5.0286 -0.024 -0.005 0.071 0.26
H -0.8313 -6.3652 -6.2282 0.001 -0.095 -0.008 0.32
H -0.1958 -4.5851 -4.8848 -0.010 0.056 -0.013 0.23
C 9.0016 2.9546 4.0945 -0.003 -0.110 -0.018 -1.06
C 8.0171 2.8537 2.9461 -0.084 -0.051 0.166 0.08
O 7.5617 1.5179 2.7399 0.034 0.018 -0.156 -0.55
H 9.8632 2.3112 3.9188 0.038 0.032 -0.020 0.26
H 9.3552 3.9782 4.2182 0.010 0.006 0.002 0.31
H 8.5342 2.6348 5.0284 -0.034 0.057 0.011 0.39
H 8.4856 3.1596 2.0105 -0.019 0.000 -0.039 0.13
H 7.1575 3.5095 3.1284 0.032 0.052 -0.050 0.17
H 7.1255 1.2348 3.5500 -0.083 0.010 0.010 0.30
C -0.5905 -1.4266 7.1674 -0.047 0.044 -0.117 -0.96
C -0.0941 -2.4372 6.1507 0.088 0.055 0.121 -0.31
O -0.2526 -1.9742 4.8096 -0.020 0.075 0.004 -0.37
H -1.6428 -1.1974 6.9948 -0.015 -0.033 0.026 0.20
H -0.4799 -1.8055 8.1837 0.019 -0.004 -0.005 0.38
H -0.0282 -0.4932 7.0878 0.034 -0.014 0.044 0.28
H -0.6645 -3.3620 6.2206 0.005 -0.025 -0.047 0.29
H 0.9590 -2.6738 6.3329 -0.039 -0.067 0.038 0.30
H 0.2765 -1.1734 4.7264 0.047 0.002 -0.023 0.19
C 10.9200 5.5371 1.0637 -0.022 -0.053 0.090 -0.91
C 12.1984 4.7604 1.3225 -0.115 -0.113 -0.062 -0.27
O 11.9845 3.6445 2.1823 0.001 0.132 0.013 -0.49
H 10.4910 5.8839 2.0043 0.017 0.030 0.008 0.22
H 11.1069 6.4012 0.4250 0.006 -0.005 -0.016 0.35
H 10.1773 4.9032 0.5720 0.016 0.015 -0.052 0.26
H 12.9312 5.3885 1.8250 0.039 -0.010 0.024 0.29
H 12.6352 4.4219 0.3771 0.046 0.064 -0.003 0.26
H 11.3508 3.0613 1.7550 -0.009 -0.075 -0.002 0.27
```
Forces are in eV/Å.